10 unconnected molecules or ions with the total composition C41H77FO11S at a distorted geometry, computed with wB97M-V/def2-TZVPD.

Last column: Mulliken spin population.
Element x y z (Å)
C: -36.08152 16.48169 8.42727  0.000
C: -37.12064 15.43883 8.88956  0.000
C: -37.08249 14.42013 7.77790  0.000
O: -36.77672 15.23692 6.59952  0.000
C: -35.87166 16.32776 6.90206  0.000
H: -35.11396 16.38102 8.91896  0.000
H: -36.40938 17.50201 8.62617  0.000
H: -38.06823 15.97672 8.91846  0.000
H: -36.83240 15.11106 9.88836  0.000
H: -38.05393 13.94337 7.64713  0.000
H: -36.31794 13.66012 7.93897  0.000
H: -36.16076 17.23309 6.36829  0.000
H: -34.85472 15.99462 6.69482  0.000
C: -30.31404 15.92981 5.28107  0.000
C: -30.84731 14.57544 4.88810  0.000
C: -32.11137 14.51378 5.65392  0.000
O: -31.88182 15.25931 6.91875  0.000
C: -30.63834 15.89430 6.77631  0.000
H: -30.75977 16.76880 4.74674  0.000
H: -29.27341 16.04444 4.97766  0.000
H: -30.13842 13.84599 5.27987  0.000
H: -30.98693 14.48755 3.81065  0.000
H: -32.44318 13.49011 5.82746  0.000
H: -32.83086 15.05464 5.03917  0.000
H: -29.90817 15.30334 7.32922  0.000
H: -30.71323 16.90587 7.17535  0.000
C: -35.79105 18.95733 2.58084  0.000
C: -35.44105 17.72725 3.33771  0.000
C: -34.23167 18.19092 4.09145  0.000
O: -33.55216 19.03656 3.22121  0.004
C: -34.43493 19.52254 2.20476  0.000
H: -36.33412 19.67929 3.19073  0.000
H: -36.48179 18.78887 1.75465  0.000
H: -35.09623 16.97609 2.62711  0.000
H: -36.27244 17.24158 3.84861  0.000
H: -33.60153 17.33141 4.32007  0.000
H: -34.61740 18.70664 4.97086  0.000
H: -34.14571 19.02753 1.27771  0.007
H: -34.41480 20.59245 1.99740  -0.005
C: -30.90273 22.42195 4.01201  0.000
C: -32.19724 22.46881 3.30854  -0.006
C: -31.83819 22.06314 1.87497  0.023
O: -30.47352 22.36815 1.73559  0.014
C: -29.94497 22.92815 2.95381  -0.001
H: -30.69182 21.36964 4.20242  0.000
H: -30.89791 23.09196 4.87176  0.000
H: -32.69829 23.43601 3.26887  0.001
H: -32.88395 21.75059 3.75651  0.000
H: -32.49060 22.59230 1.18038  0.000
H: -32.04209 21.00825 1.69133  0.001
H: -29.99728 24.00790 2.81410  0.001
H: -28.89767 22.75791 3.20342  0.000
C: -38.29175 15.88564 1.53243  0.000
C: -39.66950 15.50412 1.09287  0.000
C: -39.46057 13.95707 0.69696  0.000
O: -38.33931 13.55292 1.48397  0.000
C: -37.88038 14.63998 2.30313  0.000
H: -38.34270 16.82756 2.07859  0.000
H: -37.61123 16.12360 0.71488  0.000
H: -39.95049 16.19079 0.29436  0.000
H: -40.35259 15.57160 1.93960  0.000
H: -39.28888 13.75885 -0.36103  0.000
H: -40.38354 13.48767 1.03740  0.000
H: -36.80029 14.65228 2.44930  0.000
H: -38.34853 14.53643 3.28201  0.000
C: -39.03738 18.45945 6.60151  0.000
C: -39.99762 19.52370 7.12886  0.000
C: -39.85447 20.68489 6.25870  0.000
O: -39.71982 20.04043 5.01751  0.000
C: -38.83059 18.90972 5.17263  0.000
H: -39.50993 17.47812 6.64397  0.000
H: -38.07916 18.52630 7.11672  0.000
H: -39.75639 19.75045 8.16738  0.000
H: -41.04102 19.26768 6.94485  0.000
H: -39.05249 21.36703 6.54088  0.000
H: -40.78628 21.24948 6.22594  0.000
H: -37.89113 19.41961 4.95924  0.000
H: -39.13210 18.20541 4.39730  0.000
C: -35.12433 21.93334 8.13125  0.000
C: -35.08416 22.37396 6.75464  0.000
C: -34.85759 21.07841 5.93403  0.000
O: -35.41422 20.07649 6.72977  0.000
C: -35.87334 20.57916 7.98507  0.000
H: -35.56085 22.64404 8.83301  0.000
H: -34.08859 21.79398 8.44098  0.000
H: -34.28278 23.10501 6.64752  0.000
H: -36.03185 22.79275 6.41613  0.000
H: -33.78185 20.98613 5.78446  0.000
H: -35.30720 21.21038 4.94988  0.000
H: -35.60067 19.88264 8.77791  0.000
H: -36.94305 20.78663 8.01291  0.000
C: -37.82550 23.98446 2.09097  0.000
C: -37.12915 23.15630 3.10056  0.000
C: -35.71052 23.53107 2.84246  0.000
O: -35.70616 24.91123 2.47659  0.000
C: -37.10165 25.33927 2.25745  0.000
H: -38.88419 24.16669 2.27558  0.000
H: -37.66787 23.65052 1.06544  0.000
H: -37.27613 22.07955 3.01623  0.000
H: -37.49624 23.51663 4.06155  0.000
H: -35.29338 22.89242 2.06385  0.000
H: -35.08603 23.43083 3.73019  0.000
H: -37.25765 25.98084 1.39019  0.000
H: -37.51437 25.88644 3.10502  0.000
O: -28.30855 18.32609 0.63367  0.005
S: -29.01307 17.53960 1.68917  0.002
O: -29.45973 16.19549 1.45399  -0.001
O: -28.04057 17.56747 3.10320  0.001
C: -26.91905 18.39072 3.09542  0.001
C: -27.17447 19.91082 2.98531  0.000
C: -30.40527 18.52818 2.34830  -0.002
H: -26.31474 18.09220 2.23880  0.000
H: -26.18160 18.23679 3.88319  0.000
H: -27.53318 20.12536 1.97863  0.000
H: -26.29523 20.53229 3.15505  0.000
H: -27.85999 20.28912 3.74363  0.000
H: -31.33974 18.20729 1.88797  0.001
H: -30.11184 19.55271 2.11957  0.003
H: -30.33692 18.47940 3.43505  0.000
F: -33.25928 21.29222 -0.65099  0.059
C: -32.20696 20.54640 -1.08399  0.280
C: -32.41116 19.14945 -1.20789  0.134
C: -31.35479 18.36490 -1.64303  0.093
C: -30.12404 18.88742 -1.94945  0.202
C: -29.96867 20.24630 -1.88209  0.089
C: -30.97633 21.10511 -1.47130  0.083
H: -33.32427 18.66615 -0.89318  0.006
H: -31.49362 17.30429 -1.79211  0.005
H: -29.27539 18.33251 -2.32126  -0.007
H: -29.01987 20.62653 -2.23079  0.005
H: -30.80955 22.17125 -1.42722  0.000

Results
F_max	3.4	eV/A
multiplicity	2
LUMO (alpha / beta)	-3.89 / -8.41	eV
total charge	+1
Kohn-Sham gap (alpha / beta)	7.11 / 2.59	eV